Record 1
Below is C48H37F7InO4Pd as an isolated structure in a non-equilibrium geometry, with properties calculated with the ωB97M-V functional and the def2-TZVPD basis.

Properties
Energy ... -3168.1580 Ha
⟨S²⟩ ... 2.1685
M ... 1032.04 g/mol
Spin multiplicity ... 3
Net charge ... +3

Positions of all 98 atoms, in Å:
Pd 29.263 -0.953 16.245
In 22.675 -3.277 20.685
C 25.211 -2.382 16.413
C 24.292 -2.231 17.525
C 24.562 -1.046 18.500
O 23.822 -0.950 19.460
C 25.797 -0.295 18.363
C 26.722 -0.647 17.401
C 26.416 -1.634 16.344
O 27.333 -1.941 15.545
O 27.877 -0.062 17.364
O 23.381 -2.985 17.772
H 25.094 -3.176 15.678
H 26.000 0.504 19.063
F 24.640 -1.599 22.125
C 25.414 -0.478 22.152
C 26.700 -0.534 21.659
C 27.541 0.580 21.771
C 27.063 1.724 22.390
C 25.765 1.751 22.894
C 24.917 0.667 22.747
H 27.110 -1.409 21.168
H 28.501 0.551 21.275
H 27.720 2.559 22.591
H 25.415 2.611 23.449
H 23.922 0.689 23.173
F 22.953 -5.701 19.074
C 22.968 -6.343 17.874
C 23.396 -5.649 16.752
C 23.368 -6.272 15.519
C 22.897 -7.580 15.432
C 22.446 -8.273 16.546
C 22.488 -7.620 17.775
H 23.904 -4.700 16.870
H 23.776 -5.796 14.639
H 22.942 -8.109 14.487
H 22.098 -9.286 16.417
H 22.202 -8.176 18.662
F 20.381 -5.418 13.252
C 21.453 -4.635 13.079
C 22.511 -5.085 12.307
C 23.612 -4.257 12.130
C 23.656 -2.996 12.722
C 22.577 -2.565 13.476
C 21.453 -3.367 13.631
H 22.487 -6.067 11.853
H 24.362 -4.528 11.399
H 24.529 -2.381 12.542
H 22.521 -1.545 13.844
H 20.556 -3.005 14.115
F 29.976 -2.692 14.931
C 30.231 -3.920 14.305
C 31.478 -4.149 13.770
C 31.751 -5.382 13.189
C 30.752 -6.342 13.117
C 29.482 -6.049 13.606
C 29.228 -4.866 14.276
H 32.196 -3.338 13.757
H 32.727 -5.522 12.747
H 30.967 -7.307 12.681
H 28.689 -6.774 13.488
H 28.272 -4.728 14.766
F 21.421 -0.648 21.607
C 21.044 0.663 21.649
C 20.007 1.042 22.473
C 19.669 2.391 22.488
C 20.274 3.325 21.662
C 21.330 2.892 20.860
C 21.713 1.558 20.824
H 19.533 0.369 23.174
H 18.908 2.752 23.170
H 19.909 4.335 21.550
H 21.831 3.583 20.193
H 22.604 1.241 20.298
F 20.647 -4.257 18.759
C 19.686 -4.962 18.080
C 18.546 -5.363 18.738
C 17.599 -6.093 18.028
C 17.801 -6.369 16.687
C 18.913 -5.863 16.017
C 19.882 -5.163 16.725
H 18.408 -5.137 19.788
H 16.728 -6.475 18.542
H 17.077 -6.928 16.109
H 19.010 -5.998 14.948
H 20.822 -4.878 16.264
F 20.657 -1.530 18.980
C 19.831 -0.925 18.172
C 18.982 0.064 18.725
C 18.181 0.725 17.844
C 18.111 0.319 16.476
C 18.996 -0.655 15.941
C 19.868 -1.260 16.801
H 19.080 0.384 19.755
H 17.571 1.541 18.208
H 17.381 0.800 15.836
H 18.908 -1.013 14.925
H 20.645 -1.946 16.485


Record 2
Below is one molecule with the formula C4H8N2OS in a non-equilibrium geometry, with properties calculated with the ωB97M-V functional and the def2-TZVPD basis.

Properties
Energy ... -740.0446 Ha
M ... 132.19 g/mol
Relative energy (zero: lowest compared OMol25 entry of this formula, charge and spin) ... 3.194 eV
SMILES ... C=NS/C(C)=N/OC

Positions of all 16 atoms, in Å:
C -1.381 -0.217 -2.525
C 0.055 -0.581 0.546
C -0.369 -1.959 0.977
C 1.968 2.636 1.626
H -2.023 -0.942 -3.068
H -1.871 0.732 -2.303
H -0.450 -0.043 -3.106
H -1.442 -1.969 1.115
H 0.075 -2.258 1.894
H -0.119 -2.663 0.196
H 2.054 3.651 1.224
H 2.553 2.419 2.533
N -0.265 -0.016 -0.551
N 1.203 1.811 1.026
O -1.064 -0.865 -1.303
S 1.074 0.262 1.719


Record 3
Below is C31H52I2N2O5RuS2Si as an isolated structure, with properties calculated with the ωB97M-V functional and the def2-TZVPD basis.

Properties
Energy ... -3474.2453 Ha
⟨S²⟩ ... 8.7753
M ... 979.86 g/mol
Relative energy (zero: lowest compared OMol25 entry of this formula, charge and spin) ... 0.000 eV
Spin multiplicity ... 6
Net charge ... +1

Positions of all 96 atoms, in Å:
Ru 0.423 -1.492 0.181
I 5.046 2.189 3.301
C 4.002 0.555 2.546
C 4.188 0.175 1.225
C 3.465 -0.890 0.711
I 3.444 -1.322 -1.321
C 2.575 -1.613 1.523
O 1.878 -2.654 1.066
C 2.319 -1.136 2.826
C 1.105 -1.723 3.479
N -0.080 -1.418 2.632
C -1.206 -2.315 2.899
C -2.287 -2.098 1.877
C -3.625 -1.982 2.209
C -4.555 -1.802 1.195
C -4.116 -1.734 -0.116
C -2.759 -1.845 -0.364
N -1.867 -2.038 0.607
C 3.047 -0.080 3.337
H 4.872 0.722 0.588
H 0.967 -1.343 4.494
H 1.187 -2.809 3.525
H -0.359 -0.455 2.794
H -1.599 -2.203 3.912
H -0.831 -3.337 2.801
H -3.926 -2.029 3.248
H -5.607 -1.706 1.430
H -4.802 -1.580 -0.937
H -2.365 -1.768 -1.368
H 2.840 0.283 4.336
C -3.235 4.552 -0.466
C -2.477 4.030 -1.678
C -1.541 5.097 -2.224
C -3.441 3.556 -2.754
O -1.736 2.847 -1.279
Si -0.283 2.628 -0.613
S -0.210 0.469 -0.692
O -0.118 3.209 0.893
C -0.530 2.817 2.220
C 0.603 1.980 2.799
C -1.838 2.029 2.201
C -0.702 4.106 3.004
O 0.877 3.237 -1.549
C 2.239 3.631 -1.264
C 2.222 4.994 -0.588
C 2.907 2.582 -0.382
C 2.927 3.705 -2.619
H -3.829 5.427 -0.739
H -2.539 4.846 0.322
H -3.911 3.787 -0.081
H -2.128 5.940 -2.594
H -0.939 4.702 -3.043
H -0.869 5.469 -1.447
H -4.077 4.378 -3.087
H -4.077 2.759 -2.364
H -2.888 3.173 -3.613
H 0.819 1.139 2.136
H 0.349 1.607 3.797
H 1.517 2.573 2.884
H -1.732 1.100 1.638
H -2.632 2.613 1.737
H -2.146 1.791 3.223
H 0.221 4.687 2.978
H -0.946 3.889 4.046
H -1.507 4.710 2.580
H 1.668 4.952 0.351
H 1.758 5.735 -1.242
H 3.242 5.319 -0.375
H 2.432 2.533 0.603
H 3.960 2.827 -0.233
H 2.840 1.599 -0.857
H 2.412 4.419 -3.264
H 2.913 2.728 -3.103
H 3.965 4.026 -2.505
C -2.337 -4.436 -2.929
C -1.992 -5.401 -1.801
C -0.493 -5.702 -1.739
S 0.372 -4.601 -0.609
O 0.178 -3.203 -1.206
C 2.079 -5.051 -0.951
C 2.535 -4.914 -2.406
C 2.721 -6.247 -3.121
H -3.397 -4.178 -2.915
H -2.120 -4.890 -3.898
H -1.751 -3.521 -2.860
H -2.520 -6.342 -1.953
H -2.334 -5.019 -0.833
H -0.038 -5.640 -2.728
H -0.289 -6.695 -1.325
H 2.174 -6.078 -0.578
H 2.633 -4.405 -0.273
H 3.487 -4.379 -2.401
H 1.841 -4.263 -2.947
H 3.420 -6.884 -2.575
H 3.127 -6.095 -4.121
H 1.788 -6.803 -3.228


Record 4
Below is C12H16Br2N3O8P2Ru as an isolated structure in a non-equilibrium geometry, with properties calculated with the ωB97M-V functional and the def2-TZVPD basis.

Properties
Energy ... -7158.0926 Ha
⟨S²⟩ ... 8.7729
M ... 653.10 g/mol
Relative energy (zero: lowest compared OMol25 entry of this formula, charge and spin) ... 3.595 eV
Spin multiplicity ... 6
Net charge ... +2

Positions of all 44 atoms, in Å:
Ru -0.227 -0.471 0.271
O 3.878 0.755 4.580
C 2.997 0.491 3.551
C 3.097 -0.670 2.743
C 2.100 -0.931 1.848
N 1.084 0.034 1.668
C 1.049 1.238 2.324
Br -0.216 2.733 2.116
C 2.068 1.449 3.253
H 4.299 -0.067 4.911
H 3.873 -1.403 2.894
H 2.026 -1.814 1.190
H 2.092 2.400 3.767
O -5.065 -3.405 2.837
C -3.913 -2.779 2.349
C -2.996 -2.202 3.193
C -1.908 -1.559 2.660
N -1.778 -1.439 1.293
C -2.676 -1.968 0.476
Br -2.331 -1.894 -1.424
C -3.755 -2.730 0.996
H -5.004 -3.492 3.828
H -3.083 -2.248 4.276
H -1.153 -1.039 3.256
H -4.394 -3.243 0.288
N 0.473 1.780 -4.349
C 0.857 1.578 -3.003
C 2.220 2.148 -2.664
P 1.227 -0.552 -2.664
O -0.468 -0.353 -6.063
O 1.257 -0.770 -1.120
O 0.549 -1.579 -3.491
P -0.603 1.945 -2.032
O -0.043 3.347 -1.398
O -1.807 1.974 -2.894
O -0.818 1.063 -0.731
H 1.147 2.166 -4.970
H -0.506 1.991 -4.536
H 0.051 0.176 -5.366
H 2.909 1.636 -3.342
H 2.465 1.977 -1.621
H 2.239 3.239 -2.878
H -0.681 -1.085 -5.447
H -0.529 3.571 -0.579


Record 5
Below is a 4-piece molecular cluster, C5H20N2O3 overall in a non-equilibrium geometry, with properties calculated with the ωB97M-V functional and the def2-TZVPD basis.

Properties
Energy ... -537.3545 Ha
⟨S²⟩ ... 0.7537
M ... 156.23 g/mol
Relative energy (zero: lowest compared OMol25 entry of this formula, charge and spin) ... 1.779 eV
Spin multiplicity ... 2
Net charge ... +1

Positions of all 30 atoms, in Å:
C 2.938 -1.192 0.301
C 1.615 -1.654 0.930
C 0.497 -1.187 -0.021
C -0.181 -0.024 0.623
C -0.103 0.536 1.884
N -1.027 0.643 -0.391
N 1.718 -3.173 1.028
H 2.933 -1.009 -0.769
H 3.749 -1.857 0.584
H 3.140 -0.139 0.523
H 1.471 -1.328 1.946
H -0.222 -1.970 -0.353
H 0.917 -0.901 -0.993
H -0.485 1.531 2.085
H 0.244 0.135 2.829
H -0.531 1.343 -0.973
H -1.444 0.039 -1.107
H -1.755 1.252 0.011
H 2.422 -3.400 1.723
H 0.839 -3.600 1.326
H 1.967 -3.578 0.130
H -0.100 3.969 -1.601
H -0.925 3.478 -0.389
O -0.104 3.348 -0.872
H -3.667 1.105 1.654
H -3.682 2.570 1.238
O -3.200 1.746 1.105
H -1.947 0.147 -4.121
H -0.433 -0.149 -4.289
O -1.107 0.112 -3.657